# 1
C32H64CaO6P2SbSi3 | the ωB97M-V functional and the def2-TZVPD basis

Geometry as XYZ:
```
109
Properties=species:S:1:pos:R:3:forces:R:3:mulliken_charge:R:1
Ca 0.0307 0.1200 0.2857 0.101 0.019 -0.094 0.01
C 5.9669 -1.5101 -0.0305 0.006 -0.001 0.000 -1.38
C 4.5115 -1.5263 0.3793 0.003 0.004 -0.006 0.63
C 4.2368 -0.7632 1.6581 0.000 0.000 0.005 -1.19
O 3.7072 -1.0279 -0.7486 0.019 -0.025 -0.010 -0.26
P 3.2227 0.4322 -0.9979 -0.037 0.041 0.012 0.55
O 2.1810 0.9543 -0.0644 -0.023 -0.036 0.016 -1.22
C 2.6046 0.3178 -2.6932 0.003 -0.009 0.000 -0.30
P 0.8541 -0.1264 -2.7025 0.000 -0.033 0.066 -0.48
O 0.5783 -1.1424 -1.6499 -0.020 0.014 -0.020 -0.35
O 0.4246 -0.4386 -4.1640 0.008 -0.001 -0.004 -0.24
C 0.7602 -1.5890 -5.0217 0.002 0.003 0.000 0.45
C 1.8395 -1.1568 -5.9882 0.002 -0.005 -0.008 -1.35
C 1.1186 -2.8169 -4.2138 0.003 -0.004 0.004 -1.03
O 0.0639 1.1625 -2.2934 -0.014 0.011 -0.003 0.54
C -0.1541 2.3945 -3.0783 -0.001 -0.017 -0.002 0.64
C -1.4175 2.2432 -3.8930 -0.004 0.001 0.001 -1.11
C -0.2256 3.5220 -2.0765 -0.006 0.015 -0.004 -0.87
O 4.5189 1.3174 -1.0111 -0.003 -0.001 -0.007 -0.18
C 4.5263 2.7364 -0.6260 -0.001 -0.010 0.006 0.86
C 3.9597 3.5677 -1.7560 0.009 0.000 0.000 -0.91
C 5.9625 3.0678 -0.2998 0.003 0.004 0.007 -1.53
H 6.5662 -1.9941 0.7412 0.001 0.000 -0.001 0.45
H 6.3221 -0.4873 -0.1567 -0.002 0.000 0.003 0.15
H 6.1100 -2.0512 -0.9648 0.001 -0.001 0.001 0.37
H 4.1597 -2.5524 0.4830 0.000 -0.001 0.000 0.26
H 4.5596 0.2766 1.5810 -0.001 0.000 0.000 0.28
H 4.8005 -1.2284 2.4674 0.001 0.000 -0.002 0.52
H 3.1791 -0.7868 1.9204 -0.002 0.002 -0.002 0.15
H 3.1919 -0.4312 -3.2257 -0.002 0.004 -0.005 0.29
H 2.7423 1.2780 -3.1950 0.010 -0.001 -0.002 0.65
H -0.1711 -1.7603 -5.5593 -0.004 0.001 0.003 0.38
H 2.7906 -0.9960 -5.4774 -0.002 0.001 0.004 0.24
H 1.5544 -0.2406 -6.5032 -0.001 0.000 0.001 0.36
H 1.9903 -1.9368 -6.7347 0.000 0.002 0.001 0.45
H 2.0446 -2.6752 -3.6513 -0.001 0.001 -0.002 0.23
H 1.2701 -3.6495 -4.9009 -0.001 0.000 -0.001 0.51
H 0.3276 -3.0813 -3.5141 0.001 0.000 -0.004 0.13
H 0.7169 2.5069 -3.7328 0.002 -0.001 0.004 0.49
H -2.2752 2.1049 -3.2342 -0.002 -0.003 0.007 0.04
H -1.3530 1.3977 -4.5755 0.000 0.000 -0.002 0.20
H -1.5716 3.1511 -4.4778 0.001 -0.001 0.000 0.48
H -1.0934 3.3940 -1.4277 -0.001 0.001 0.002 -0.16
H -0.3207 4.4702 -2.6065 0.000 0.000 0.003 0.55
H 0.6690 3.5587 -1.4538 0.004 -0.001 0.003 0.08
H 3.8973 2.8232 0.2610 -0.001 0.000 0.000 0.18
H 4.5403 3.4182 -2.6679 -0.002 0.000 0.001 0.29
H 4.0022 4.6244 -1.4923 0.001 -0.002 0.002 0.49
H 2.9140 3.3200 -1.9471 -0.008 0.000 -0.002 -0.22
H 6.5934 2.9390 -1.1798 -0.002 0.000 -0.001 0.34
H 6.3381 2.4279 0.4979 -0.001 0.001 0.001 0.36
H 6.0339 4.1044 0.0291 0.002 0.001 -0.001 0.43
C -0.0411 -5.3541 4.2362 -0.005 -0.003 0.004 -1.00
Si 0.7566 -3.7070 3.8612 0.002 0.023 -0.008 0.51
C 2.4805 -3.9704 3.1759 0.002 -0.005 0.006 -0.74
C 0.8208 -2.6327 5.3901 0.008 0.001 -0.002 -1.09
Sb -0.5605 -2.4278 2.0903 -0.035 -0.051 -0.010 0.33
Si -2.7349 -1.7832 3.2967 0.013 0.009 -0.013 0.31
C -4.0400 -1.5474 1.9843 -0.013 0.005 0.004 -0.56
C -2.3835 -0.1710 4.1704 -0.005 -0.003 0.003 -0.79
C -3.2276 -3.1157 4.5140 0.001 0.000 -0.004 -1.02
Si -1.3372 -4.3199 0.5483 0.010 0.005 -0.013 0.30
C -2.6154 -5.4070 1.3732 0.009 0.009 0.010 -0.96
C 0.1862 -5.3081 0.0873 0.005 0.000 0.017 -1.02
C -2.0674 -3.5441 -0.9894 -0.010 -0.003 -0.009 -0.20
H 0.5169 -5.8614 5.0279 0.000 0.003 0.002 0.44
H -0.0409 -6.0067 3.3615 -0.003 -0.004 -0.005 0.26
H -1.0720 -5.2365 4.5735 0.006 0.000 0.000 0.27
H 3.0877 -4.5429 3.8818 0.003 0.000 -0.002 0.48
H 2.9773 -3.0142 3.0003 -0.003 -0.004 0.005 -0.09
H 2.4534 -4.5190 2.2321 -0.001 -0.003 0.002 0.26
H 1.4124 -3.1194 6.1698 -0.001 0.003 0.001 0.40
H -0.1766 -2.4499 5.7940 0.000 -0.002 0.002 0.26
H 1.2781 -1.6648 5.1751 -0.001 -0.001 0.002 0.32
H -3.7454 -0.7668 1.2796 0.004 -0.001 0.006 -0.19
H -4.9769 -1.2346 2.4541 -0.003 -0.002 -0.008 0.47
H -4.2390 -2.4632 1.4243 0.001 -0.007 0.005 0.26
H -2.1574 0.6087 3.4392 -0.001 0.000 -0.004 0.03
H -1.5456 -0.2558 4.8653 0.000 -0.003 0.002 0.28
H -3.2612 0.1478 4.7388 0.001 0.002 0.002 0.39
H -3.3882 -4.0758 4.0208 0.002 0.003 0.000 0.26
H -4.1617 -2.8310 5.0058 0.001 -0.003 0.002 0.42
H -2.4733 -3.2524 5.2911 -0.003 -0.002 0.002 0.24
H -2.2423 -5.8547 2.2949 0.002 0.002 0.006 0.27
H -2.8991 -6.2178 0.6966 0.002 0.002 -0.004 0.42
H -3.5194 -4.8430 1.6107 0.000 -0.001 0.002 0.25
H 0.6365 -5.7927 0.9559 -0.001 0.002 -0.004 0.25
H 0.9394 -4.6637 -0.3717 0.002 0.005 -0.002 0.21
H -0.0735 -6.0902 -0.6311 -0.004 0.001 0.000 0.42
H -2.9474 -2.9408 -0.7561 -0.002 0.000 -0.005 0.06
H -2.3752 -4.3294 -1.6861 -0.006 0.000 0.002 0.54
H -1.3366 -2.9065 -1.4922 0.010 0.004 0.010 -0.40
C -4.8429 0.8798 -2.5623 0.007 -0.008 -0.003 -0.93
C -3.8793 -0.1113 -2.2697 -0.006 0.012 -0.003 -0.79
C -2.9571 0.1113 -1.2870 0.006 -0.001 0.003 0.51
C -2.9247 1.3125 -0.5261 0.010 -0.014 -0.011 0.81
C -1.9281 1.5044 0.4926 -0.027 0.041 0.044 -0.28
C -2.0217 2.6944 1.1864 -0.009 0.012 -0.007 -0.36
C -3.0040 3.6818 0.9206 0.001 -0.006 -0.011 -0.79
C -3.9206 3.4927 -0.0724 0.008 -0.005 0.004 -1.07
C -3.9085 2.2909 -0.8245 -0.013 0.018 0.002 1.24
C -4.8534 2.0483 -1.8548 0.001 -0.003 0.005 -0.80
H -5.5759 0.7062 -3.3395 0.001 -0.001 0.000 0.38
H -3.8790 -1.0444 -2.8202 -0.001 -0.002 0.000 0.49
H -2.2351 -0.6725 -1.0652 -0.004 0.003 0.001 -0.14
H -1.3093 2.9217 1.9786 -0.002 -0.002 0.000 0.42
H -3.0203 4.5959 1.5030 -0.002 -0.001 0.003 0.40
H -4.6706 4.2443 -0.2902 0.000 0.000 -0.002 0.40
H -5.5974 2.8080 -2.0666 0.001 0.001 0.000 0.41
```
Positions in Å, forces in eV/Å.

Summary:
- Calculated total energy: -4178.43159 a.u.
- HOMO level: -0.3491 Ha
- Charge: +1
- Strongest force on any atom: 0.003 Eh/bohr
- Frontier orbital gap: 7.8 eV



# 2
C18H23N3O5S | the ωB97M-V functional and the def2-TZVPD basis

Geometry as XYZ:
```
50
Properties=species:S:1:pos:R:3:forces:R:3:mulliken_charge:R:1
C -2.1526 -1.5344 1.0400 0.034 0.101 0.073 -0.39
O -2.8220 -2.4923 0.2516 0.004 -0.304 -0.057 -0.41
C -2.4644 -2.5053 -1.1112 -0.015 -0.286 -0.182 -0.28
C -1.4758 -3.6221 -1.4848 -0.863 0.480 -0.189 -1.05
N -0.1504 -3.4573 -0.9283 0.771 0.508 -0.559 0.30
C 0.3863 -4.5018 -0.0843 0.453 -0.061 0.692 -0.92
C 0.1644 -4.2092 1.4063 -0.059 -0.227 -0.256 -0.68
O 0.8211 -3.0508 1.8617 -0.043 0.142 -0.042 -0.34
C 2.2284 -3.1628 1.9357 0.042 -0.025 0.002 -0.74
S 0.9231 -2.6274 -1.9028 -0.114 0.054 0.163 1.46
O 0.6201 -2.8502 -3.2889 -0.211 0.193 0.110 -0.76
O 2.2540 -2.9052 -1.4414 -0.109 0.075 0.230 -0.71
C 0.5504 -0.9154 -1.5255 0.099 -0.421 -0.176 -0.10
C 0.8405 -0.4318 -0.2647 0.134 0.049 0.066 -0.14
C 0.5518 0.8876 0.0398 -0.004 -0.018 -0.154 -1.07
C -0.0277 1.7130 -0.9213 -0.111 -0.291 -0.163 0.70
C -0.3957 3.1383 -0.6437 0.089 -0.132 0.016 0.39
O -1.3898 3.6448 -1.1129 -0.067 0.071 -0.083 -0.65
N 0.5037 3.7816 0.1605 0.358 -0.128 0.212 -0.07
C 0.4731 5.0967 0.6199 -0.109 0.416 0.121 0.74
C -0.5717 5.9808 0.3622 -0.046 -0.088 -0.062 -0.28
C -0.4826 7.2614 0.8833 -0.044 -0.180 -0.086 -0.48
N 0.5307 7.6978 1.6111 -0.016 0.583 0.203 -0.60
C 1.5196 6.8547 1.8538 0.172 -0.290 -0.011 -0.46
C 1.5454 5.5529 1.3882 -0.150 0.009 -0.086 -0.45
C -0.3299 1.2027 -2.1819 0.024 0.110 0.168 -0.69
C -0.0309 -0.1125 -2.4889 0.019 -0.050 -0.113 -0.56
H -1.0798 -1.7301 1.1087 -0.041 0.009 0.031 0.05
H -2.3072 -0.5229 0.6434 0.000 -0.010 0.017 0.33
H -2.5982 -1.6020 2.0313 0.072 0.088 0.035 0.31
H -2.0678 -1.5303 -1.4156 -0.094 -0.037 0.002 0.10
H -3.3896 -2.6950 -1.6680 0.124 0.080 -0.049 0.42
H -1.3901 -3.6456 -2.5771 -0.216 -0.157 0.091 0.49
H -1.8898 -4.5721 -1.1402 0.102 0.032 -0.019 0.43
H -0.0663 -5.4689 -0.3285 0.026 0.089 -0.057 0.36
H 1.4556 -4.5610 -0.2923 -0.092 -0.250 0.150 0.60
H -0.8977 -4.0354 1.5930 0.019 -0.104 -0.010 0.28
H 0.4945 -5.0843 1.9867 -0.065 0.050 -0.022 0.49
H 2.5186 -4.0745 2.4697 0.022 0.018 0.015 0.34
H 2.6930 -3.1602 0.9445 0.002 -0.007 0.073 0.30
H 2.5722 -2.2959 2.4990 0.079 -0.048 -0.017 0.21
H 1.2779 -1.0910 0.4657 0.016 -0.064 0.177 0.39
H 0.7460 1.2539 1.0378 0.026 0.030 0.089 0.44
H 1.3287 3.2616 0.4286 -0.189 0.046 -0.142 0.15
H -1.4192 5.6758 -0.2263 -0.026 0.011 -0.013 0.50
H -1.2720 7.9794 0.7061 -0.124 -0.016 -0.075 0.36
H 2.3326 7.2442 2.4521 0.117 -0.066 0.041 0.36
H 2.3782 4.9026 1.6135 0.100 -0.044 0.038 0.35
H -0.7985 1.8516 -2.9061 -0.044 0.034 -0.059 0.44
H -0.2399 -0.5337 -3.4596 -0.050 0.027 -0.135 0.54
```
Positions in Å, forces in eV/Å.

Summary:
- Calculated total energy: -1638.32891 a.u.
- HOMO level: -0.3454 Ha
- Charge: 0
- Strongest force on any atom: 0.021 Eh/bohr
- Frontier orbital gap: 9.2 eV
- SMILES: COCCN(CCOC)S(=O)(=O)c1ccc(C(=O)Nc2ccncc2)cc1



# 3
C14H29BBaF4O10 | the ωB97M-V functional and the def2-TZVPD basis

Geometry as XYZ:
```
59
Properties=species:S:1:pos:R:3:forces:R:3:mulliken_charge:R:1
Ba 10.9993 11.5270 1.4164 2.478 0.419 0.882 0.43
B 13.7817 14.6814 1.3750 2.373 -2.167 -0.183 0.16
F 14.6072 14.6477 2.5034 0.051 0.307 0.218 -0.40
F 13.0769 13.4550 1.3316 -0.871 -0.085 -0.198 0.12
F 12.9650 15.7245 1.3594 -2.464 2.420 0.387 -0.37
F 14.5777 14.7823 0.2151 0.377 -0.187 -0.438 -0.42
C 10.8366 12.3966 5.9612 -2.093 0.761 1.910 -1.29
C 10.9508 12.3320 4.5084 0.730 -0.690 -0.045 0.92
O 9.9653 11.8267 3.8979 -0.930 -0.035 -1.190 -0.63
O 12.0915 12.5174 4.0858 0.030 0.352 -1.332 -0.52
H 11.3389 13.2552 6.4070 1.127 -0.929 0.213 0.34
H 10.9426 11.3378 6.1973 1.182 0.210 0.953 0.23
H 9.8290 12.5489 6.3482 -0.641 0.091 -0.512 0.35
C 9.4067 13.9718 -2.0162 1.206 -0.177 -1.077 -0.92
C 10.9156 13.7304 -1.6846 -1.535 -1.363 2.171 0.64
O 11.3246 12.8360 -0.9234 -0.785 1.384 -1.815 -0.24
O 11.7601 14.5465 -2.1641 0.551 0.504 -0.553 -0.26
H 9.1867 14.9577 -2.4259 0.215 0.394 0.726 0.39
H 8.7482 13.6561 -1.2070 0.384 0.167 -0.032 -0.13
H 9.2246 13.3970 -2.9242 -0.098 -0.667 0.151 0.40
C 14.7772 8.8669 0.8655 0.980 -1.071 1.924 -1.16
C 13.9011 10.0315 0.7647 -1.490 3.429 -0.532 0.80
O 13.5924 10.7137 1.7873 0.349 -1.464 0.138 -0.59
O 13.4562 10.3627 -0.3667 -0.584 -0.846 -0.805 -0.69
H 15.1706 8.9440 1.8791 0.333 -0.275 0.105 0.31
H 15.6313 8.7593 0.1969 -0.517 0.103 -0.415 0.33
H 14.1182 7.9996 0.9065 0.176 -0.378 -0.432 0.18
C 10.4212 9.5266 -1.6007 -0.840 1.475 -0.337 -0.75
O 10.2276 9.3860 -0.1992 0.028 -1.169 -0.773 -0.01
C 10.7847 8.1417 0.1870 0.929 0.109 0.271 -0.77
C 10.6946 7.9627 1.6760 0.936 -1.172 0.970 -0.65
O 11.4653 8.9286 2.4263 -1.391 -0.058 0.590 0.30
C 11.5163 8.7008 3.8705 0.380 -0.470 -0.329 -1.02
H 11.4773 9.5919 -1.8625 0.049 -0.100 0.078 0.36
H 9.9015 10.4464 -1.8690 0.460 0.535 0.119 0.03
H 9.8422 8.8472 -2.2262 0.262 -1.006 0.359 0.32
H 11.8118 8.0485 -0.1659 0.469 0.641 0.235 0.31
H 10.3414 7.3002 -0.3455 -0.862 -0.126 0.204 0.46
H 11.1252 6.9939 1.9294 0.464 -0.400 -0.313 0.49
H 9.6648 7.7366 1.9525 -0.474 1.171 0.514 0.37
H 11.9127 7.7017 4.0517 -0.229 -0.363 -0.128 0.36
H 10.5918 8.8413 4.4305 -0.527 -0.081 -0.629 0.31
H 12.2180 9.3386 4.4081 0.222 0.597 -1.016 0.25
C 7.5006 9.7730 1.6629 2.160 0.724 0.488 -0.86
O 8.2692 11.0229 1.4108 -3.417 -0.185 -0.190 0.21
C 7.4202 12.0939 0.8482 0.932 -0.165 1.211 -0.52
C 7.7678 13.4312 1.5448 1.125 -2.085 -0.249 -0.84
O 9.1489 13.5475 1.2865 0.171 1.544 -1.052 0.72
C 9.6638 14.8443 1.6393 -0.588 -0.232 -0.124 -0.92
H 7.9818 9.4208 2.5753 -0.227 -0.228 0.112 0.14
H 7.7417 9.0462 0.8872 -0.307 0.143 -0.257 0.19
H 6.4317 9.8584 1.8586 0.080 0.533 -0.306 0.41
H 6.3470 11.9547 0.9783 -0.002 -0.628 0.006 0.49
H 7.6902 12.0853 -0.2078 -0.330 0.521 -0.151 0.12
H 7.7416 13.3764 2.6331 -0.910 -0.212 0.183 0.39
H 7.1224 14.2148 1.1479 0.242 0.402 -0.153 0.38
H 8.9772 15.6050 1.2679 -0.146 0.170 -0.140 0.36
H 10.6218 15.0040 1.1445 0.227 -0.229 0.541 0.16
H 9.6593 14.9105 2.7272 0.580 0.137 0.045 0.22
```
Positions in Å, forces in eV/Å.

Summary:
- Calculated total energy: -1753.30626 a.u.
- Expectation value of S²: 0.755
- HOMO level (spin up / spin down): -0.1702 / -0.1702 Ha
- Charge: -1
- Strongest force on any atom: 0.073 Eh/bohr
- Multiplicity: 2
- Frontier orbital gap (spin up / spin down): 6.3 / 3.7 eV